No. 1
H42O21Rb as an isolated structure, computed with wB97M-V/def2-TZVPD.

The geometry in ORCA input format:
```
! RIJCOSX wB97M-V def2-TZVPD def2/J DEFGRID3
* xyz 1 1
Rb -0.4708 0.0581 0.1377
O -2.9089 -0.3823 2.1227
H -3.7297 0.1100 2.1309
H -2.4859 -0.1575 2.9514
O -3.3295 3.0505 -0.5652
H -3.1769 3.9873 -0.4409
H -3.3535 2.6915 0.3218
O -0.7202 -2.7913 -2.2557
H -1.3171 -3.5240 -2.1036
H -0.9794 -2.4438 -3.1091
O 0.2199 -5.0838 1.9031
H 0.3826 -4.2079 1.5529
H 0.9062 -5.2118 2.5579
O -2.4564 -2.3613 0.3968
H -2.6534 -1.5591 0.8804
H -2.3496 -3.0295 1.0738
O 1.9639 -2.8856 -3.2379
H 2.0287 -3.4748 -3.9895
H 1.0242 -2.8117 -3.0713
O 4.2032 -1.1606 2.5990
H 3.6338 -0.6194 3.1458
H 3.6182 -1.8154 2.2178
O 2.2418 0.9781 3.2122
H 2.9375 1.5905 3.4513
H 1.4588 1.5232 3.1338
O 0.1753 2.4681 2.2954
H -0.5568 2.8482 2.7810
H 0.5592 3.2068 1.8229
O -0.6153 4.0562 -1.7368
H -0.7874 4.8745 -1.2711
H -1.3686 3.5016 -1.5338
O 2.4359 0.2349 -1.3265
H 2.8010 1.0771 -1.0551
H 3.0807 -0.4106 -1.0371
O 1.1994 -2.8886 -0.3909
H 1.8809 -3.2261 -0.9720
H 0.4210 -2.8264 -0.9445
O -1.2273 1.0496 -2.3121
H -2.1232 1.2235 -2.6010
H -0.6834 1.2789 -3.0656
O 2.6409 3.6027 0.7680
H 3.2799 2.8932 0.7001
H 2.4369 3.8295 -0.1393
O 2.1519 3.3571 -2.0363
H 2.3506 3.2428 -2.9657
H 1.2303 3.6152 -2.0180
O 2.5186 0.4126 -4.1247
H 2.2084 -0.3865 -4.5506
H 2.3557 0.2666 -3.1928
O -1.5513 0.3778 4.5119
H -2.2286 0.7541 5.0739
H -0.7415 0.4776 5.0123
O -4.4561 -2.0946 -2.1713
H -3.8297 -2.4912 -1.5658
H -4.0092 -2.1021 -3.0178
O -3.8554 2.2613 -3.2776
H -4.2186 3.0182 -3.7373
H -3.8338 2.5266 -2.3582
O 2.3178 -2.9343 2.1471
H 2.1323 -2.9079 1.2085
H 1.5931 -2.4549 2.5486
O 0.4674 -0.9850 2.8829
H -0.1563 -0.5820 3.4869
H 1.3179 -0.6339 3.1465
*
```

Lowest unoccupied orbital energy, eV: -3.5
Frontier orbital gap, Ha: 0.3264
Largest force on an atom, eV/A: 1.3
E, eV: -44332.7628
Highest occupied orbital energy, eV: -12.43

No. 2
A 10-piece molecular cluster, C49H64O22 overall, computed with wB97M-V/def2-TZVPD.

The geometry in ORCA input format:
```
! RIJCOSX wB97M-V def2-TZVPD def2/J DEFGRID3
* xyz 0 1
C -7.4383 -1.0596 1.1808
C -7.9064 -2.5673 0.9067
O -7.9424 -2.9407 -0.2960
O -8.2315 -3.5064 1.9598
C -7.0561 -3.6041 2.8598
C -7.3538 -2.6236 4.0851
C -8.8363 -2.6034 4.6236
C -9.2888 -1.6715 5.7783
C -8.1842 -0.7385 6.3942
C -6.7056 -0.7797 5.8819
C -6.2496 -1.7400 4.7081
C -4.7290 -1.7118 4.2779
O -4.2081 -2.2795 3.2838
C -3.7263 -0.8246 5.1848
C -4.1464 0.0577 6.2087
C -5.6969 0.2252 6.5965
O -6.1109 1.1230 7.3944
H -7.1962 -0.4793 0.2274
H -6.4720 -1.0263 1.8213
H -8.2091 -0.4446 1.7835
H -6.1574 -3.3265 2.2190
H -7.0584 -4.6730 3.2559
H -9.6369 -3.2686 4.1442
H -10.3766 -1.6582 6.1312
H -8.5042 -0.0347 7.2432
H -2.5874 -0.9111 4.9754
H -3.3470 0.6594 6.7714
O -0.0016 -1.0917 5.7756
C 0.2493 -0.9021 4.6108
C 1.6151 -0.6515 4.0345
C 1.2859 -0.1063 2.6621
C -0.0324 -0.7750 2.3529
O -0.6833 -0.9296 3.6197
H 2.1568 -1.5974 3.9766
H 2.1672 0.0735 4.6327
H 2.0558 -0.3057 1.9146
H 1.1468 0.9781 2.7217
H 0.0984 -1.7646 1.9048
H -0.6532 -0.1670 1.6922
O -0.2284 1.7971 -2.3361
C -1.1306 1.0407 -2.0718
C -2.5276 1.1076 -2.6244
C -3.2878 0.2035 -1.6782
C -2.2258 -0.7764 -1.2404
O -0.9997 -0.0338 -1.2483
H -2.5246 0.7188 -3.6449
H -2.9128 2.1273 -2.6010
H -4.1557 -0.2775 -2.1324
H -3.6359 0.7836 -0.8170
H -2.1271 -1.6185 -1.9314
H -2.4154 -1.1627 -0.2369
O -2.4240 -2.0474 -6.2784
C -1.6313 -1.1413 -6.3205
C -0.7385 -0.8051 -7.4840
C 0.2758 0.1229 -6.8505
C -0.5149 0.7619 -5.7364
O -1.4501 -0.2403 -5.3131
H -1.3289 -0.2987 -8.2514
H -0.2666 -1.6995 -7.8881
H 0.7000 0.8452 -7.5439
H 1.0986 -0.4655 -6.4306
H -1.0739 1.6400 -6.0737
H 0.1213 1.0491 -4.8970
O 5.3955 -0.9647 2.5466
C 5.0706 -2.0983 2.7876
C 5.9531 -3.3102 2.6655
C 4.9476 -4.4413 2.7009
C 3.8317 -3.8604 3.5374
O 3.8420 -2.4549 3.2568
H 6.6335 -3.3430 3.5197
H 6.5105 -3.2968 1.7291
H 5.3484 -5.3723 3.1053
H 4.5855 -4.6421 1.6875
H 3.9977 -4.0032 4.6093
H 2.8602 -4.2812 3.2710
O 2.4112 1.9028 -7.0734
C 3.3652 1.3994 -6.5365
C 3.4679 1.0510 -5.0774
C 4.9565 0.8397 -4.9051
C 5.3796 0.3653 -6.2758
O 4.4985 1.0257 -7.1918
H 2.9015 0.1352 -4.8888
H 3.1025 1.8664 -4.4521
H 5.2109 0.1376 -4.1091
H 5.4386 1.7958 -4.6782
H 5.2618 -0.7160 -6.3965
H 6.4130 0.6353 -6.5010
O -4.9915 -2.4257 12.2043
C -4.3563 -1.9851 11.2811
C -3.8651 -0.5689 11.1494
C -3.5046 -0.4938 9.6817
C -3.1236 -1.9204 9.3641
O -3.9437 -2.7276 10.2168
H -2.9913 -0.4334 11.7911
H -4.6478 0.1440 11.4085
H -2.7111 0.2229 9.4616
H -4.3879 -0.2077 9.1016
H -2.0735 -2.1304 9.5890
H -3.3183 -2.1729 8.3200
O 0.3711 -3.0998 -10.6640
C 1.1623 -2.1935 -10.7056
C 2.0527 -1.8574 -11.8708
C 3.0681 -0.9296 -11.2383
C 2.2759 -0.2908 -10.1218
O 1.3432 -1.2939 -9.6997
H 1.4607 -1.3515 -12.6373
H 2.5235 -2.7529 -12.2761
H 3.4930 -0.2041 -11.9341
H 3.8914 -1.5176 -10.8197
H 1.7158 0.5868 -10.4583
H 2.9115 -0.0034 -9.2823
O 3.4253 4.2138 -3.3099
C 2.9231 4.4408 -2.2369
C 1.5100 4.9022 -2.0076
C 1.5628 5.3904 -0.5759
C 2.6449 4.5243 0.0242
O 3.5616 4.2690 -1.0471
H 0.8346 4.0513 -2.1228
H 1.2415 5.7040 -2.6956
H 0.6094 5.3136 -0.0503
H 1.8743 6.4398 -0.5573
H 2.2581 3.5673 0.3872
H 3.1657 5.0281 0.8411
O 5.9242 5.6326 2.1207
C 6.7448 5.0530 1.4551
C 6.4965 4.4154 0.1161
C 7.7147 3.5320 -0.0460
C 8.7660 4.2784 0.7415
O 8.0543 4.9229 1.8036
H 6.4544 5.1952 -0.6479
H 5.5767 3.8333 0.1232
H 7.9970 3.3602 -1.0863
H 7.5261 2.5582 0.4173
H 9.2682 5.0445 0.1430
H 9.5183 3.6064 1.1585
*
```

Lowest unoccupied orbital energy, eV: -1.8
Frontier orbital gap, Ha: 0.2829
Largest force on an atom, eV/A: 5.1
E, eV: -96891.6165
Highest occupied orbital energy, eV: -9.46

No. 3
C26H34As2N4O2PdS as an isolated structure, computed with wB97M-V/def2-TZVPD.

The geometry in ORCA input format:
```
! RIJCOSX wB97M-V def2-TZVPD def2/J DEFGRID3
* xyz 0 1
Pd 0.7596 -0.0487 -1.0180
C 4.4363 0.1862 -2.0898
As 3.0559 -0.0454 -0.7490
C 3.7461 -1.4843 0.3288
C 3.2653 1.5109 0.4160
C 4.2544 1.5650 1.3896
C 4.2725 2.6070 2.3081
C 3.3018 3.5958 2.2525
C 2.3305 3.5627 1.2600
C 2.3149 2.5308 0.3323
As 1.0276 2.3712 -1.1201
C -0.3031 3.7205 -0.7843
C 2.0659 3.2359 -2.5285
H 5.3848 0.3084 -1.5668
H 4.2421 1.0673 -2.6947
H 4.4771 -0.6947 -2.7275
H 4.7740 -1.2950 0.6330
H 3.6784 -2.3975 -0.2582
H 3.0904 -1.5827 1.1915
H 5.0012 0.7840 1.4619
H 5.0334 2.6338 3.0771
H 3.2993 4.3952 2.9821
H 1.5826 4.3450 1.2196
H -0.9121 3.4136 0.0619
H -0.9280 3.7734 -1.6737
H 0.1797 4.6804 -0.6062
H 2.5815 4.1060 -2.1245
H 1.3898 3.5476 -3.3239
H 2.7898 2.5401 -2.9447
N -7.4854 2.7890 0.4617
C -6.2542 2.2445 0.1133
C -6.0096 0.8800 0.2838
C -4.8027 0.3292 -0.1010
C -3.8258 1.1310 -0.6721
C -4.0609 2.4853 -0.8565
C -5.2648 3.0419 -0.4648
S -2.2723 0.4392 -1.1417
O -2.4558 -0.9784 -1.2947
O -1.8192 1.2046 -2.2890
N -1.1793 0.7848 0.0021
C -1.2010 0.1021 1.2020
N -2.3708 -0.2204 1.7673
C -2.3223 -0.8425 2.9362
C -1.1367 -1.1285 3.5892
C 0.0161 -0.7256 2.9345
N 0.0048 -0.1243 1.7568
H -8.0190 2.2729 1.1411
H -7.5013 3.7834 0.6140
H -6.7774 0.2509 0.7192
H -4.6053 -0.7247 0.0324
H -3.3027 3.0986 -1.3248
H -5.4510 4.0984 -0.6192
H -3.2793 -1.1176 3.3697
H -1.1114 -1.6296 4.5452
H 0.9949 -0.9011 3.3723
C 0.7574 -5.2071 -2.2938
C 0.7697 -4.6905 -0.8496
C 1.9925 -5.2544 -0.1147
C -0.5104 -5.1406 -0.1333
C 0.8254 -3.2187 -0.8595
C 0.7933 -2.0094 -0.9122
H 0.7178 -6.2993 -2.3025
H 1.6546 -4.8870 -2.8254
H -0.1101 -4.8211 -2.8290
H 1.9425 -6.3454 -0.0788
H 2.0360 -4.8771 0.9084
H 2.9154 -4.9730 -0.6260
H -0.5809 -6.2314 -0.1353
H -1.3886 -4.7286 -0.6304
H -0.5140 -4.7920 0.9005
*
```

Lowest unoccupied orbital energy, eV: 0.1
Frontier orbital gap, Ha: 0.2854
Largest force on an atom, eV/A: 1.2
E, eV: -173559.4682
Highest occupied orbital energy, eV: -7.67